# 1
Density functional theory data (ωB97M-V with the def2-TZVPD basis set) for a molecular structure, C14H19AsClHfN5.

As for the spin multiplicity: 1. The value obtained for the electronic energy is -96901.6513 eV. Its gap between HOMO and LUMO is 7.383 eV. The value obtained for the largest force on an atom is 4.598 eV/A. The total charge is +4.

Positions of all 41 atoms, in Å:
Hf  0.4086  0.0270  -0.2985
N  2.3545  -0.4503  3.1511
C  1.2467  -1.0932  3.7018
C  0.2270  -1.0096  2.7486
N  0.7999  -0.3074  1.6764
C  2.1469  -0.1075  1.9076
C  2.9735  0.6424  0.9645
N  2.3198  0.9412  -0.2279
C  3.3127  1.4983  -1.0513
C  4.4379  1.5577  -0.3491
N  4.1992  1.0198  0.9295
H  3.2978  -0.5722  3.5296
H  1.1693  -1.3399  4.7470
H  -0.7257  -1.3957  2.6475
H  3.1633  1.7264  -2.0649
H  5.4912  1.8125  -0.6008
H  4.9164  0.8486  1.5618
Cl  -3.9721  -2.7262  0.1311
C  -2.3439  -2.8957  -0.2941
C  -1.8322  -4.1475  -0.6684
C  -0.5291  -4.3123  -1.0917
C  0.2758  -3.1966  -1.1770
N  -0.1312  -1.9787  -0.8138
C  -1.4525  -1.8550  -0.3570
H  -2.5468  -4.9632  -0.6853
H  -0.0735  -5.2218  -1.4403
H  1.2693  -3.2779  -1.5091
H  -1.7788  -0.8594  -0.1189
C  -0.9577  3.8367  -0.9661
As  -1.6225  2.0074  -1.0102
C  -3.0885  1.8261  0.2613
C  -2.3816  1.6466  -2.7438
H  -0.3097  4.0069  -1.7783
H  -0.5434  4.0755  -0.0256
H  -1.8886  4.3654  -0.9978
H  -3.7973  2.6364  0.2035
H  -2.7711  1.6934  1.3031
H  -3.5290  0.8433  0.0308
H  -3.1899  2.4032  -3.0630
H  -2.9882  0.7436  -2.6658
H  -1.5566  1.5516  -3.4964


# 2
Density functional theory data (ωB97M-V with the def2-TZVPD basis set) for a molecular structure, C14H19B3Cl28NO3P.

As for the spin multiplicity: 1. The value obtained for the electronic energy is -384409.7528 eV. Its gap between HOMO and LUMO is 8.254 eV. The value obtained for the largest force on an atom is 1.550 eV/A. The total charge is 0.

Positions of all 69 atoms, in Å:
C  0.5547  -1.3623  0.3396
C  0.6142  0.1636  0.4425
C  -0.2670  0.8682  -0.6029
C  -0.6557  2.2866  -0.1701
N  -1.4623  2.2665  1.0624
B  -2.8762  2.4991  0.8706
O  -3.4159  3.3802  -0.0913
B  -4.2295  2.6211  -0.9007
O  -4.2226  1.2264  -0.6851
B  -4.5396  1.0184  0.6861
P  -5.9783  -0.1086  1.2111
C  -5.3476  -1.3614  2.4142
C  -6.4455  -0.9742  -0.3723
C  -5.3894  -1.9702  -0.8751
O  -3.8318  1.7680  1.6087
H  1.2460  -1.7864  1.0726
H  -0.4476  -1.7410  0.5427
H  0.8644  -1.7411  -0.6378
H  1.6403  0.5090  0.3063
H  0.2324  0.4388  1.4266
H  -1.1494  0.2775  -0.8591
H  0.3195  0.9788  -1.5222
H  -1.1825  2.7505  -1.0094
H  0.2426  2.8867  -0.0090
H  -1.0509  2.8263  1.7959
H  -4.9647  3.0839  -1.7038
H  -6.0643  -1.5727  3.2049
H  -4.4453  -0.9577  2.8779
H  -5.0615  -2.3073  1.9532
H  -7.4325  -1.4195  -0.2802
H  -6.5112  -0.1588  -1.0989
H  -5.2168  -2.7485  -0.1313
H  -5.7117  -2.4049  -1.8222
H  -4.4314  -1.4695  -1.0207
C  -4.8439  -0.0088  -4.8454
Cl  -4.7294  1.5498  -4.0211
Cl  -3.7551  -1.1632  -4.0724
Cl  -6.5059  -0.6015  -4.7492
Cl  -4.3826  0.1848  -6.5426
C  4.5124  0.1648  -1.4143
Cl  3.1134  0.6793  -2.3644
Cl  4.8201  1.3270  -0.1221
Cl  4.1655  -1.4188  -0.7087
Cl  5.9338  0.0559  -2.4579
C  7.1450  3.0164  3.2481
Cl  7.8774  4.5932  2.9389
Cl  5.4186  3.0855  2.8678
Cl  7.9367  1.7965  2.2391
Cl  7.3498  2.5902  4.9507
C  3.6836  -5.6537  -1.2682
Cl  2.2983  -5.1062  -2.2188
Cl  4.0100  -4.4825  0.0152
Cl  3.3266  -7.2277  -0.5512
Cl  5.1024  -5.7851  -2.3123
C  -10.2824  -3.5332  1.0689
Cl  -11.4497  -3.1729  2.3450
Cl  -10.9387  -3.0264  -0.4920
Cl  -8.7774  -2.6596  1.3800
Cl  -9.9593  -5.2704  1.0366
C  8.6160  -2.1167  1.0565
Cl  9.3825  -0.5467  0.7760
Cl  6.9199  -2.0318  0.5727
Cl  9.4364  -3.3533  0.0960
Cl  8.7340  -2.5217  2.7726
C  10.5198  6.5683  0.4907
Cl  11.8364  7.1060  -0.5577
Cl  10.9406  6.8856  2.1785
Cl  9.0409  7.4451  0.0807
Cl  10.2541  4.8367  0.2707


# 3
Density functional theory data (ωB97M-V with the def2-TZVPD basis set) for a single C14H19BN2O4 molecule.

As for the spin multiplicity: 1. The value obtained for the electronic energy is -26674.6825 eV. For the relative energy (zero: lowest compared OMol25 entry of this formula, charge and spin), the calculation gives 117.7 kJ/mol. As for the SMILES: CN(CC(=O)N1CCC[C@H]1B(O)O)C(=O)c1ccccc1. Its gap between HOMO and LUMO is 9.330 eV. The value obtained for the largest force on an atom is 4.162 eV/A. The total charge is 0.

Positions of all 40 atoms, in Å:
O  0.1906  2.1829  2.3327
O  -3.1613  0.0277  -0.9873
O  -1.8302  -1.9649  -2.2127
O  -0.4360  -1.8755  -4.1862
B  -1.2849  -1.3006  -3.2668
C  0.2917  0.9610  2.1167
C  -2.0826  0.5533  -0.8523
C  2.6042  -1.2100  4.8131
C  1.6600  -0.3225  5.2895
C  2.8492  -1.4225  3.4737
C  0.8829  0.2473  4.3436
C  2.1510  -0.6688  2.5599
C  1.1620  0.1606  3.0299
N  -0.5012  0.3214  1.1450
N  -1.2775  0.7883  -1.9673
C  -0.4934  -1.0754  0.8267
C  -1.5532  1.0981  0.4442
C  0.0602  1.2977  -1.9472
C  0.5947  1.4973  -3.4260
C  -0.5576  0.8762  -4.3246
C  -1.5495  0.3476  -3.3109
H  -2.3271  -1.3145  -1.6534
H  -0.5544  -2.8346  -4.1217
H  3.3607  -1.7154  5.4797
H  1.3925  -0.3004  6.3450
H  3.6572  -2.1182  3.2162
H  0.0468  0.8104  4.7788
H  2.2063  -0.7610  1.4929
H  -0.5132  -1.7093  1.7447
H  0.4225  -1.3941  0.3489
H  -1.3630  -1.3333  0.2323
H  -1.2352  2.1016  0.4524
H  -2.4054  1.2242  1.1604
H  0.0816  2.2483  -1.4379
H  0.7294  0.7250  -1.3081
H  0.7857  2.6060  -3.6315
H  1.5765  1.0681  -3.5696
H  -0.0253  0.1873  -4.8836
H  -0.9433  1.5537  -5.0387
H  -2.6116  0.4368  -3.5007


# 4
Density functional theory data (ωB97M-V with the def2-TZVPD basis set) for a molecular structure, C14H19Cl3F6O2Pd.

As for the spin multiplicity: 5. The value obtained for the electronic energy is -76271.9683 eV. Its gap between HOMO and LUMO (alpha / beta) is 5.584 / 4.737 eV. The value obtained for the largest force on an atom is 2.803 eV/A. The total charge is -2.

Positions of all 45 atoms, in Å:
C  0.9232  1.7391  -0.6071
C  1.1312  2.3390  0.7216
C  -0.0963  2.9022  1.1460
C  2.3854  2.4188  1.4230
C  -1.0844  2.6754  0.1389
C  -0.4643  2.0888  -1.0215
C  -0.9691  1.9910  -2.2745
C  2.0103  1.5985  -1.5922
C  -0.3278  3.4042  2.5166
C  -2.5201  2.9292  0.3412
Pd  0.7357  -0.1242  0.5813
Cl  1.8120  0.5957  3.3859
Cl  2.9203  -0.9566  0.4361
Cl  -1.3119  0.0209  1.8252
H  3.1968  2.0774  0.8153
H  2.3264  1.6205  2.3880
H  2.5196  3.3828  1.9212
H  0.2964  2.8300  3.2513
H  -1.3949  3.3046  2.8246
H  -0.0281  4.4607  2.6220
H  -2.8749  2.2706  1.1721
H  -3.0484  2.6978  -0.5869
H  -2.7760  3.9586  0.6393
H  -2.0411  2.0289  -2.4014
H  -0.6992  -0.0364  -2.5818
H  -0.3484  1.8368  -3.1755
H  2.7480  0.9457  -1.0942
H  2.4628  2.5587  -1.9170
H  1.6066  1.1278  -2.4971
O  -0.3279  -0.9394  -2.5981
H  -0.7549  -1.2586  -1.7152
C  -1.3752  -3.7801  -1.3756
C  -0.3897  -3.5228  -0.1691
O  -0.3258  -2.3503  0.3599
C  -0.9852  -4.4950  1.0624
F  -1.0822  -5.8210  0.7546
F  -0.2535  -4.3745  2.1964
F  -2.2467  -4.0554  1.3405
C  1.0719  -4.0247  -0.6832
F  0.9389  -5.2812  -1.2343
F  1.5339  -3.2101  -1.6644
F  1.9971  -4.0724  0.2931
H  -2.3411  -3.3169  -1.1307
H  -1.5135  -4.8535  -1.5151
H  -1.0361  -3.3309  -2.3219